[1]
The following is a DFT calculation (ωB97M-V/def2-TZVPD) of C26H33AlCl3N2O4PS as an isolated structure in a non-equilibrium geometry.

Properties
F_max   2.94 eV/A
Energy above the lowest of the compared OMol25 structures with the same formula, charge and spin   177.10 kJ/mol
Net charge   -2

Last column: Mulliken charge in e.
Geometry (Å):
Al  -0.7251  1.2995  -0.9978  -0.0429
O  1.2958  -1.1223  -2.5235  -0.5731
S  0.4356  0.0455  -2.6167  1.1506
O  -0.9234  -0.2601  -2.0382  -0.5429
O  0.9519  1.1569  -1.6686  -0.5686
O  0.3714  0.5272  -3.9683  -0.7278
Cl  0.0907  6.1492  2.1630  -0.2909
C  -0.9363  4.8942  1.5613  0.0057
C  -2.2827  4.8887  1.8967  -0.3695
C  -3.0351  3.8148  1.4115  -1.1707
C  -2.4188  2.8472  0.6583  -0.0082
N  -1.1303  2.8863  0.3246  0.7864
C  -0.3929  3.8893  0.7865  -0.5904
H  -2.7140  5.6626  2.5138  0.4362
H  -4.0857  3.7308  1.6502  0.4414
H  -2.9557  2.0027  0.2594  0.4265
H  0.6551  3.8633  0.5236  0.4403
Cl  -3.9785  0.8692  -2.4998  -0.2436
C  -3.8515  2.5633  -2.8299  0.8419
C  -4.8931  3.2214  -3.4253  -0.7493
C  -4.8252  4.5966  -3.6316  -0.2332
C  -3.7099  5.2859  -3.1715  -0.7057
C  -2.6658  4.6079  -2.5968  0.5101
Cl  -1.3418  5.5441  -1.9635  -0.2532
C  -2.6139  3.1839  -2.4276  -0.4590
N  -1.6112  2.5186  -1.9663  -0.1620
H  -5.7771  2.6706  -3.7168  0.3420
H  -5.6303  5.1231  -4.1248  0.3291
H  -3.6544  6.3633  -3.2553  0.3293
C  -0.5580  0.3899  3.7747  -0.5487
C  0.5473  0.8404  3.0694  -0.8191
C  0.5124  0.8880  1.6873  -0.6270
C  -0.6015  0.4872  0.9327  1.3375
C  -1.6716  -0.0103  1.6836  -0.8984
C  -1.6621  -0.0552  3.0691  -0.6092
H  -0.5597  0.3996  4.8609  0.3335
H  1.4280  1.1762  3.6118  0.3878
H  1.3703  1.2808  1.1539  0.3801
H  -2.5570  -0.3587  1.1652  0.2720
H  -2.5299  -0.4218  3.6084  0.3340
C  1.7549  -4.1678  -2.3426  -1.6205
C  1.2638  -4.1404  -0.8984  0.3597
C  1.8051  -5.3405  -0.1217  -1.4696
P  1.4377  -2.3620  -0.2332  0.5828
C  3.2469  -1.9616  -0.6029  0.5556
C  3.4777  -0.5289  -0.1343  -1.0922
C  4.3950  -2.8817  -0.1911  -1.5661
C  1.3382  -2.5876  1.6645  1.9777
C  -0.0554  -3.1444  1.9485  -1.9201
C  2.4017  -3.2555  2.5354  -1.6442
H  1.3288  -5.0122  -2.8888  0.5071
H  2.8390  -4.2572  -2.3807  0.2317
H  1.4656  -3.2386  -2.8269  0.3579
H  0.1710  -4.2464  -0.9252  0.3696
H  2.8830  -5.2898  0.0023  0.1307
H  1.5764  -6.2616  -0.6672  0.4612
H  1.3499  -5.4111  0.8619  0.2745
H  3.2150  -1.9269  -1.6954  0.4382
H  3.4498  -0.4546  0.9525  0.1774
H  2.6904  0.0927  -0.5584  0.1201
H  4.4444  -0.1539  -0.4801  0.4880
H  4.5085  -2.9450  0.8880  0.1657
H  5.3304  -2.4919  -0.6049  0.4810
H  4.2567  -3.8852  -0.5860  0.2672
H  1.3000  -1.5345  1.9688  -0.7903
H  -0.1200  -4.2151  1.7587  0.3251
H  -0.7683  -2.6364  1.3014  0.3957
H  -0.3431  -2.9681  2.9868  0.4966
H  2.6888  -4.2412  2.1784  0.1935
H  2.0097  -3.3634  3.5509  0.5132
H  3.2908  -2.6300  2.5944  0.3418

***

[2]
The following is a DFT calculation (ωB97M-V/def2-TZVPD) of C26H33AuF6N2O4S2Si2 as an isolated structure in a non-equilibrium geometry.

Properties
F_max   1.26 eV/A
Energy above the lowest of the compared OMol25 structures with the same formula, charge and spin   115.84 kJ/mol
Net charge   0

Last column: Mulliken charge in e.
Geometry (Å):
Au  -0.8144  0.8613  -0.5425  1.5544
C  -1.5816  -1.0174  0.0020  -1.0660
Si  -0.4347  -1.8158  1.2731  -0.1274
C  1.2090  -0.8972  1.1950  -0.8361
N  1.0374  0.5667  1.1639  1.0609
C  0.6962  1.1597  2.4828  -0.6837
C  1.8921  1.2487  3.4335  -0.7570
C  3.0349  2.0185  2.7730  -0.8092
C  3.3936  1.3615  1.4422  -0.6460
C  2.1611  1.2975  0.5444  -0.9376
C  -1.1398  -1.7924  2.9968  0.2969
C  -0.4177  -2.3778  4.0419  -0.0855
C  -0.9283  -2.4101  5.3308  -0.8552
C  -2.1766  -1.8594  5.5986  -0.4714
C  -2.9071  -1.2700  4.5768  -0.7438
C  -2.3908  -1.2378  3.2868  -0.0571
C  -0.0936  -3.5758  0.7551  0.4840
C  0.6639  -3.8221  -0.3981  -0.4079
C  0.9293  -5.1186  -0.8151  -0.7518
C  0.4324  -6.1946  -0.0891  -0.4277
C  -0.3308  -5.9701  1.0484  -0.7184
C  -0.5926  -4.6710  1.4654  -0.2551
H  -2.6032  -0.7736  0.3118  0.5907
H  -1.6190  -1.5840  -0.9282  0.6225
H  1.6931  -1.2068  0.2627  0.6956
H  1.8692  -1.2174  2.0144  0.2655
H  -0.0978  0.5659  2.9352  0.1255
H  0.3083  2.1635  2.3105  0.3162
H  2.2342  0.2482  3.7177  0.2660
H  1.5641  1.7502  4.3475  0.4573
H  3.9033  2.0585  3.4324  0.4189
H  2.7130  3.0498  2.5883  0.3062
H  3.7716  0.3490  1.6188  0.2878
H  4.1782  1.9185  0.9250  0.3920
H  2.3924  0.8281  -0.4114  0.3802
H  1.8110  2.3160  0.3350  0.2543
H  0.5556  -2.8193  3.8447  0.4561
H  -0.3549  -2.8669  6.1283  0.4059
H  -2.5788  -1.8910  6.6036  0.3818
H  -3.8782  -0.8366  4.7822  0.4322
H  -2.9739  -0.7656  2.5015  0.2014
H  1.0448  -2.9903  -0.9868  0.3347
H  1.5222  -5.2900  -1.7058  0.4196
H  0.6376  -7.2074  -0.4139  0.3738
H  -0.7237  -6.8088  1.6114  0.4001
H  -1.1910  -4.5080  2.3556  0.3310
F  -4.4063  3.5522  2.1399  -0.2368
C  -3.9285  3.2662  0.9357  0.6487
F  -3.8396  1.9327  0.8267  -0.1952
F  -4.7739  3.7110  0.0192  -0.2405
S  -2.2364  4.0511  0.7343  1.1339
O  -1.3355  2.8951  0.8156  -0.6648
O  -2.1364  5.0101  1.7815  -0.6589
N  -2.2519  4.7041  -0.6974  -0.7099
S  -1.7470  3.7360  -1.8545  1.3055
O  -2.3944  2.4306  -1.7915  -0.7353
O  -0.3257  3.7529  -2.0516  -0.6334
C  -2.5064  4.5538  -3.3072  0.4186
F  -2.1902  3.8452  -4.3836  -0.1870
F  -3.8256  4.5891  -3.1719  -0.2052
F  -2.0394  5.7881  -3.4351  -0.2081
C  3.3423  -0.1218  -4.7000  -0.9633
Si  1.5245  0.2016  -4.9237  -0.0850
C  1.2199  1.8859  -5.6502  -0.9370
C  0.7420  -1.1621  -5.9133  -0.9751
C  0.7415  0.2112  -3.2566  -0.4164
C  0.1988  0.3928  -2.1833  -0.0836
H  3.8515  -0.1847  -5.6663  0.3243
H  3.5057  -1.0626  -4.1676  0.3020
H  3.8078  0.6816  -4.1217  0.3056
H  1.9330  2.1229  -6.4451  0.3393
H  1.3085  2.6397  -4.8632  0.2690
H  0.2086  1.9563  -6.0626  0.2762
H  1.1682  -1.2134  -6.9197  0.3295
H  -0.3358  -1.0030  -6.0065  0.3125
H  0.9005  -2.1283  -5.4267  0.2961